ORCA calculation (ωB97M-V with the def2-TZVPD basis set) on a structure of composition C12H12AgCl3GeNS5.

Geometry as ORCA input:
```
! wB97M-V def2-TZVPD RIJCOSX def2/J DEFGRID3
* xyz -2 2
Ag -1.068 1.018 -0.645
C 0.425 -2.543 -1.220
C 1.744 -1.822 -1.157
C 2.942 -2.490 -0.969
C 4.170 -1.832 -0.926
C 4.161 -0.445 -1.073
C 2.997 0.273 -1.272
C 2.993 1.766 -1.440
C 1.746 -0.410 -1.335
N 0.619 0.253 -1.602
H 0.459 -3.475 -0.647
H 0.140 -2.786 -2.248
H -0.383 -1.925 -0.819
H 2.905 -3.569 -0.835
H 5.092 -2.375 -0.762
H 5.098 0.107 -1.027
H 3.939 2.202 -1.107
H 2.182 2.229 -0.871
H 2.831 2.051 -2.485
Cl -3.442 -1.490 -3.842
Ge -3.404 0.279 -2.389
Cl -4.336 1.823 -3.798
Cl -5.336 -0.278 -1.259
C -3.507 -0.505 1.718
S -1.705 -0.442 1.818
C -1.515 1.006 2.779
C -1.682 2.272 2.314
S -2.152 2.829 0.744
S -1.431 3.484 3.554
C -1.085 2.478 4.900
S -0.722 3.049 6.424
S -1.099 0.832 4.463
H -3.759 -1.242 0.958
H -3.876 0.462 1.381
H -3.941 -0.785 2.676
*
```

Output
- <S²> = 0.758
- LUMO level (alpha / beta) (eV) = 4.1 / 4.1
- E_tot (hartree) = -6114.82597
- relative energy (zero: lowest compared OMol25 entry of this formula, charge and spin) (eV) = 0.000

Atom charges from the Mulliken analysis, given in e for atoms 1 to 5: number 1, Ag, carries 0.6145; number 2, C, carries -1.1904; number 3, C, carries 0.8134; number 4, C, carries -0.4312; number 5, C, carries -0.7625

ORCA calculation (ωB97M-V with the def2-TZVPD basis set) on a cluster of 6 separate species, C20H26Br8N2O4 in total at a distorted geometry.

Geometry as ORCA input:
```
! wB97M-V def2-TZVPD RIJCOSX def2/J DEFGRID3
* xyz 0 1
Br -3.135 1.018 -3.383
C -2.532 -0.181 -1.957
C -2.316 -1.572 -2.591
Br -4.051 -2.259 -3.069
H -3.308 -0.167 -1.191
H -1.574 0.196 -1.597
H -1.896 -2.224 -1.826
H -1.635 -1.686 -3.434
Br 0.433 0.609 3.526
C 1.242 0.007 1.854
C 0.930 -1.446 1.487
Br -0.916 -1.626 0.740
H 2.305 -0.005 2.095
H 0.912 0.671 1.055
H 0.926 -2.158 2.312
H 1.548 -1.938 0.736
Br -2.018 -5.551 4.178
C -0.836 -3.980 3.872
C -1.115 -2.808 4.845
Br -2.793 -1.928 4.056
H -0.997 -3.743 2.821
H 0.159 -4.419 3.945
H -0.314 -2.070 4.882
H -1.271 -3.118 5.878
Br 6.706 3.314 4.080
C 6.583 3.080 2.108
C 5.654 1.898 1.928
Br 3.775 2.237 2.467
H 7.577 2.884 1.707
H 6.130 3.976 1.685
H 6.106 1.071 2.475
H 5.616 1.678 0.861
C 0.611 -2.388 -5.335
C 0.164 -1.130 -5.276
C 0.476 -0.310 -4.155
C 1.298 -0.828 -3.106
C 1.711 -2.159 -3.252
C 1.267 -3.026 -4.240
N 1.712 0.030 -1.994
O 2.591 -0.418 -1.308
O 1.105 1.058 -1.762
H 0.374 -3.045 -6.159
H -0.479 -0.760 -6.060
H 0.176 0.721 -4.046
H 2.248 -2.577 -2.415
H 1.459 -4.088 -4.278
C -4.611 2.039 0.825
C -3.492 1.517 1.515
C -2.272 2.191 1.329
C -2.088 3.104 0.281
C -3.171 3.518 -0.437
C -4.469 2.991 -0.159
N -0.786 3.727 0.058
O 0.096 3.362 0.816
O -0.673 4.598 -0.828
H -5.607 1.674 1.026
H -3.694 0.734 2.232
H -1.496 1.898 2.020
H -3.073 4.335 -1.136
H -5.268 3.476 -0.701
*
```

Output
- LUMO level (eV) = -0.9
- SMILES = O=[N+]([O-])c1ccccc1.O=[N+]([O-])c1ccccc1.BrCCBr.BrCCBr.BrCCBr.BrCCBr
- E_tot (hartree) = -21780.06388
- relative energy (zero: lowest compared OMol25 entry of this formula, charge and spin) (eV) = 0.000

Atom charges from the Mulliken analysis, given in e for atoms 1 to 5: number 1, Br, carries -0.1443; number 2, C, carries -0.5253; number 3, C, carries -0.0336; number 4, Br, carries -0.1404; number 5, H, carries 0.5920